{
  "formula": "C28H32N13O5S4Sn",
  "method": "ωB97M-V/def2-TZVPD",
  "symbols": ["Sn", "N", "C", "N", "C", "C", "S", "C", "C", "S", "C", "N", "N", "H", "H", "H", "H", "H", "H", "N", "C", "C", "C", "C", "C", "C", "S", "O", "O", "N", "C", "S", "C", "C", "N", "H", "H", "H", "H", "H", "H", "H", "H", "C", "C", "N", "C", "N", "C", "C", "C", "N", "C", "H", "H", "H", "H", "H", "H", "H", "H", "H", "H", "H", "H", "H", "C", "C", "O", "O", "H", "H", "H", "N", "C", "O", "C", "C", "N", "C", "N", "H", "H"],
  "coordinates": [[-1.750, -9.608, -19.561], [-3.551, -13.089, -19.228], [-4.074, -12.268, -20.196], [-3.866, -10.991, -20.310], [-4.525, -10.423, -21.350], [-5.359, -11.255, -22.011], [-5.317, -12.868, -21.277], [-4.224, -9.063, -21.718], [-5.006, -8.089, -22.174], [-4.040, -6.704, -22.459], [-2.556, -7.627, -22.180], [-2.872, -8.784, -21.716], [-1.338, -7.181, -22.409], [-2.983, -12.675, -18.490], [-3.131, -13.861, -19.699], [-5.870, -10.989, -22.891], [-6.079, -8.021, -22.316], [-1.029, -6.240, -22.173], [-0.605, -7.833, -22.046], [2.282, -14.164, -15.985], [1.701, -13.898, -17.240], [1.315, -14.927, -18.117], [0.734, -14.571, -19.325], [0.575, -13.266, -19.689], [0.944, -12.274, -18.843], [1.453, -12.552, -17.572], [-0.123, -12.807, -21.307], [-1.446, -13.405, -21.334], [0.755, -13.287, -22.356], [-0.216, -11.201, -21.282], [0.861, -10.486, -21.668], [2.442, -11.076, -22.227], [3.026, -9.423, -22.352], [1.993, -8.600, -22.092], [0.783, -9.196, -21.793], [2.905, -14.922, -16.032], [2.637, -13.379, -15.427], [1.501, -15.956, -17.855], [0.581, -15.363, -20.029], [0.796, -11.250, -19.149], [1.654, -11.724, -16.892], [4.079, -9.173, -22.570], [1.999, -7.512, -22.326], [-1.866, -3.130, -18.928], [-2.845, -4.204, -19.513], [-2.083, -5.441, -19.844], [-1.081, -5.860, -18.936], [-0.548, -7.040, -19.119], [0.350, -7.416, -18.039], [1.367, -6.335, -17.791], [0.546, -5.157, -17.258], [-0.653, -4.964, -18.036], [-1.390, -3.748, -17.687], [-2.456, -2.249, -18.746], [-1.035, -2.916, -19.605], [-3.298, -3.905, -20.452], [-3.619, -4.372, -18.716], [-2.732, -6.182, -20.124], [0.772, -8.410, -18.322], [-0.208, -7.650, -17.128], [1.876, -6.034, -18.653], [2.076, -6.687, -17.050], [1.179, -4.315, -17.455], [0.433, -5.206, -16.176], [-0.609, -3.140, -17.194], [-2.179, -3.930, -16.923], [-1.532, -12.034, -15.612], [-1.475, -11.066, -16.760], [-0.942, -9.976, -16.563], [-2.067, -11.329, -17.849], [-0.926, -11.677, -14.761], [-1.344, -13.036, -15.900], [-2.535, -12.051, -15.245], [-2.925, -7.945, -16.736], [-3.688, -7.711, -17.816], [-3.595, -8.407, -18.909], [-4.538, -6.573, -17.844], [-5.267, -6.227, -18.955], [-5.951, -5.975, -19.854], [-4.657, -5.682, -16.737], [-4.629, -4.907, -15.878], [-2.910, -7.267, -15.984], [-2.263, -8.708, -16.722]],
  "mulliken_charge": [2.56, -0.43, 0.15, 0.33, -0.95, -0.64, -0.30, -0.06, -0.03, -0.23, 0.21, -0.32, -0.16, 0.45, 0.28, 0.56, 0.46, 0.41, 0.39, -0.60, 0.88, -0.95, -0.48, -0.09, 0.27, -0.86, 0.98, -0.68, -0.72, -0.16, 0.14, -0.09, -0.45, -0.76, -0.32, 0.22, 0.22, 0.39, 0.45, 0.29, 0.22, 0.36, 0.28, -0.76, -0.36, 0.40, -0.10, 0.11, -0.27, -0.95, -0.92, 0.29, -0.64, 0.43, 0.29, 0.32, 0.09, -0.43, -0.16, 0.22, 0.46, 0.39, 0.60, 0.31, 0.38, 0.21, -1.73, 0.96, -0.71, -0.55, 0.32, 0.35, 0.43, -0.03, 0.36, -0.52, 0.35, 0.35, -0.76, -0.15, -0.73, 0.27, -0.33],
  "lumo_ev": 2.37,
  "orbital_gap_ev": 7.72,
  "homo_energy_ev": -5.352,
  "e_above_lowest_ev": 0.226,
  "charge": -1
}

---

{
  "formula": "C29H53ClFN4O10",
  "method": "ωB97M-V/def2-TZVPD",
  "symbols": ["C", "C", "C", "O", "O", "C", "C", "C", "C", "C", "C", "F", "C", "C", "O", "N", "O", "N", "C", "C", "C", "Cl", "C", "C", "C", "O", "O", "H", "H", "H", "H", "H", "H", "H", "H", "H", "H", "H", "H", "H", "H", "H", "H", "H", "H", "H", "H", "H", "H", "H", "C", "O", "C", "C", "N", "C", "C", "O", "C", "H", "H", "H", "H", "H", "H", "H", "H", "H", "H", "H", "H", "H", "H", "H", "C", "O", "C", "C", "N", "C", "C", "O", "C", "H", "H", "H", "H", "H", "H", "H", "H", "H", "H", "H", "H", "H", "H", "H"],
  "coordinates": [[-2.235, 1.129, 3.636], [-1.916, 0.273, 2.405], [-2.977, 0.276, 1.345], [-3.666, -0.667, 1.103], [-3.088, 1.441, 0.613], [-4.144, 2.326, 1.015], [-3.648, 3.772, 0.911], [-3.029, 4.357, 2.156], [-1.678, 4.754, 2.178], [-0.742, 4.652, 0.994], [-0.294, 3.241, 0.682], [-1.326, 5.261, -0.110], [-1.139, 5.268, 3.346], [-1.926, 5.400, 4.466], [-1.457, 5.903, 5.609], [-0.932, 7.359, 5.407], [-0.100, 7.572, 6.132], [-3.225, 5.025, 4.447], [-3.979, 5.187, 5.712], [-4.578, 6.597, 5.856], [-4.389, 7.122, 7.266], [-5.277, 6.117, 8.435], [-3.792, 4.534, 3.301], [-5.267, 4.239, 3.319], [-6.001, 5.039, 2.245], [-5.657, 6.138, 1.943], [-7.101, 4.465, 1.729], [-3.296, 1.092, 3.890], [-1.977, 2.178, 3.483], [-1.681, 0.762, 4.495], [-0.957, 0.588, 1.991], [-1.802, -0.762, 2.716], [-4.463, 2.048, 2.017], [-4.958, 2.187, 0.304], [-2.937, 3.775, 0.093], [-4.470, 4.403, 0.574], [0.144, 5.245, 1.226], [0.518, 2.949, 1.345], [-1.093, 2.508, 0.715], [0.084, 3.235, -0.340], [-0.102, 5.563, 3.408], [-3.300, 4.999, 6.537], [-4.730, 4.411, 5.779], [-4.012, 7.264, 5.202], [-5.631, 6.614, 5.586], [-3.340, 7.067, 7.550], [-4.696, 8.159, 7.355], [-5.731, 4.579, 4.239], [-5.469, 3.170, 3.270], [-7.051, 3.503, 1.767], [2.777, -0.132, -5.311], [2.140, -1.284, -4.797], [2.960, -2.094, -3.963], [2.491, -2.037, -2.526], [2.746, -0.729, -1.937], [2.128, -0.513, -0.637], [0.606, -0.540, -0.547], [-0.039, 0.538, -1.200], [-0.260, 0.363, -2.592], [2.115, 0.295, -6.062], [2.958, 0.624, -4.538], [3.730, -0.382, -5.785], [4.012, -1.809, -4.044], [2.863, -3.125, -4.313], [3.025, -2.796, -1.946], [1.424, -2.298, -2.522], [2.424, -0.014, -2.576], [2.460, 0.467, -0.280], [2.527, -1.255, 0.062], [0.347, -0.442, 0.513], [0.184, -1.494, -0.884], [-0.426, -0.686, -2.845], [0.570, 0.752, -3.187], [-1.151, 0.933, -2.854], [4.372, -5.550, -5.838], [4.640, -5.532, -4.449], [3.525, -5.834, -3.624], [3.684, -7.174, -2.940], [3.576, -8.269, -3.893], [3.931, -9.581, -3.362], [5.361, -9.805, -2.883], [6.329, -9.792, -3.911], [6.815, -8.518, -4.285], [5.244, -5.133, -6.340], [4.207, -6.565, -6.215], [3.499, -4.938, -6.084], [2.591, -5.797, -4.194], [3.481, -5.058, -2.853], [2.896, -7.282, -2.188], [4.650, -7.162, -2.417], [4.167, -8.070, -4.690], [3.734, -10.311, -4.150], [3.250, -9.813, -2.537], [5.401, -10.808, -2.452], [5.646, -9.109, -2.083], [6.834, -7.828, -3.437], [6.227, -8.076, -5.095], [7.834, -8.651, -4.650]],
  "mulliken_charge": [-1.21, 0.33, 0.36, -0.57, -0.35, -0.60, -1.35, 1.40, 0.71, -0.55, -0.45, -0.38, -1.12, -0.13, -0.42, 0.34, -0.18, 0.39, -1.58, -0.49, -0.64, -0.19, 0.27, -1.31, 0.23, -0.47, -0.49, 0.25, 0.15, 0.56, -0.22, 0.47, 0.38, 0.37, 0.75, 0.71, 0.55, 0.56, -0.31, 0.34, 0.47, 0.73, 0.79, 0.37, 0.43, 0.27, 0.44, 0.45, 0.53, 0.40, -0.72, -0.40, -0.53, -0.22, -0.31, -1.10, 0.02, -0.31, -0.75, 0.25, 0.29, 0.36, 0.49, 0.15, 0.46, 0.11, 0.11, 0.40, 0.43, -0.02, 0.41, 0.35, 0.20, 0.34, -0.72, -0.36, -0.45, -0.24, -0.32, -0.72, -0.46, -0.42, -0.52, 0.24, 0.32, 0.33, 0.44, 0.05, 0.37, 0.18, 0.09, 0.37, 0.40, 0.36, 0.33, 0.27, 0.16, 0.30],
  "lumo_ev": -4.59,
  "orbital_gap_ev": 5.07,
  "homo_energy_ev": -9.664,
  "charge": 1
}

---

{
  "formula": "C9H11N3O",
  "method": "ωB97M-V/def2-TZVPD",
  "symbols": ["C", "C", "C", "C", "C", "C", "C", "C", "C", "H", "H", "H", "H", "H", "H", "H", "H", "H", "H", "H", "N", "N", "N", "O"],
  "coordinates": [[-1.924, 3.015, 3.241], [-0.562, 2.567, 3.288], [-0.188, 1.392, 2.478], [0.225, 0.252, 0.853], [0.353, -0.578, -0.441], [0.985, -1.720, -0.503], [1.037, -2.393, -1.897], [0.837, -1.370, -3.077], [-0.417, 0.186, -1.603], [-2.556, 2.015, 2.528], [-2.406, 3.803, 3.534], [0.246, 3.344, 3.833], [1.614, -2.534, 0.343], [0.506, -3.119, -1.921], [2.029, -3.213, -1.714], [1.812, -0.566, -3.150], [0.657, -2.150, -3.589], [-1.415, -1.317, -2.666], [0.303, 0.924, -1.671], [-1.610, 0.707, -1.257], [0.503, 0.407, 3.055], [-0.348, 1.367, 1.170], [-0.364, -0.518, -2.787], [0.682, -0.502, 1.951]],
  "nbo_charge": [-0.29, -0.24, 0.24, 0.55, -0.16, -0.11, -0.40, -0.21, -0.22, 0.17, 0.18, 0.24, 0.25, 0.17, 0.19, 0.21, 0.21, 0.32, 0.20, 0.24, -0.12, -0.50, -0.59, -0.31],
  "lumo_ev": 0.26,
  "orbital_gap_ev": 9.18,
  "homo_energy_ev": -8.918,
  "e_above_lowest_ev": 11.429,
  "charge": 0
}

---

{
  "formula": "C4H10NO2",
  "method": "ωB97M-V/def2-TZVPD",
  "symbols": ["O", "C", "C", "N", "H", "H", "H", "H", "H", "H", "C", "C", "O", "H", "H", "H", "H"],
  "coordinates": [[-0.551, -2.053, -0.639], [-0.898, -2.334, 0.471], [-0.768, -1.298, 1.583], [-0.091, -0.106, 1.014], [-1.394, -3.269, 0.772], [-1.784, -1.025, 1.877], [-0.222, -1.677, 2.444], [-0.064, 0.679, 1.664], [0.866, -0.281, 0.691], [-0.597, 0.190, 0.168], [-0.306, 2.500, -0.877], [0.781, 1.889, -1.325], [1.698, 1.263, -0.499], [-0.837, 3.124, -1.579], [-0.577, 2.502, 0.171], [0.950, 1.737, -2.385], [2.555, 1.358, -0.931]],
  "nbo_charge": [-0.48, 0.42, -0.34, -0.68, 0.16, 0.25, 0.26, 0.45, 0.48, 0.47, -0.50, 0.13, -0.75, 0.25, 0.18, 0.20, 0.51],
  "lumo_ev": -3.40,
  "orbital_gap_ev": 10.04,
  "homo_energy_ev": -13.447,
  "e_above_lowest_ev": 2.282,
  "charge": 1
}

---

{
  "formula": "C3H7NO3",
  "method": "ωB97M-V/def2-TZVPD",
  "symbols": ["C", "C", "C", "N", "O", "O", "O", "H", "H", "H", "H", "H", "H", "H"],
  "coordinates": [[-0.085, -0.017, -1.083], [0.316, -0.616, 0.179], [-0.426, 0.911, 0.880], [1.658, -0.778, 0.457], [-1.353, -0.074, -1.527], [-0.554, -1.042, -2.282], [-1.768, 0.720, 1.143], [-2.256, 0.690, 0.307], [0.598, 0.696, -1.551], [-0.344, -1.398, 0.548], [1.982, -1.696, 0.719], [2.315, -0.164, -0.003], [0.110, 0.911, 1.828], [-0.193, 1.859, 0.382]],
  "nbo_charge": [0.33, -0.08, -0.09, -0.85, -0.33, -0.33, -0.70, 0.48, 0.18, 0.24, 0.40, 0.38, 0.19, 0.17],
  "lumo_ev": 0.84,
  "orbital_gap_ev": 9.55,
  "homo_energy_ev": -8.710,
  "e_above_lowest_ev": 6.965,
  "charge": 0,
  "smiles": "N[C@@H](CO)C1OO1"
}

---

{
  "formula": "C26H45AlBrNOPS",
  "method": "ωB97M-V/def2-TZVPD",
  "symbols": ["Al", "C", "C", "C", "C", "C", "Br", "N", "C", "H", "H", "H", "H", "H", "H", "C", "S", "C", "O", "H", "H", "H", "H", "H", "H", "C", "C", "C", "C", "C", "C", "P", "C", "C", "C", "C", "C", "C", "C", "C", "C", "C", "C", "C", "H", "H", "H", "H", "H", "H", "H", "H", "H", "H", "H", "H", "H", "H", "H", "H", "H", "H", "H", "H", "H", "H", "H", "H", "H", "H", "H", "H", "H", "H", "H", "H", "H"],
  "coordinates": [[0.061, 1.568, 0.364], [-2.151, 3.840, -4.191], [-1.102, 3.872, -3.117], [0.071, 4.609, -3.178], [1.072, 4.523, -2.217], [0.836, 3.592, -1.247], [2.080, 3.069, 0.096], [-0.277, 2.861, -1.080], [-1.282, 3.007, -1.968], [-1.849, 4.555, -4.974], [-3.130, 4.187, -3.820], [-2.254, 2.805, -4.639], [0.268, 5.323, -3.969], [2.089, 4.992, -2.330], [-2.171, 2.397, -1.771], [-2.712, 3.820, 1.921], [-2.453, 2.092, 2.197], [-1.999, 2.144, 3.973], [-1.052, 1.747, 1.596], [-3.838, 3.915, 2.130], [-2.522, 4.036, 0.830], [-2.112, 4.361, 2.655], [-2.848, 2.544, 4.549], [-1.069, 2.714, 4.014], [-1.743, 1.117, 4.316], [-3.688, -2.409, 0.549], [-3.125, -2.050, -0.802], [-1.977, -1.133, -0.684], [-0.974, -1.602, 0.309], [-1.521, -1.582, 1.726], [-3.075, -1.515, 1.722], [0.602, -0.790, 0.233], [1.454, -1.020, -1.348], [1.144, 0.013, -2.456], [1.703, -0.434, -3.806], [2.887, -1.426, -3.705], [2.391, -2.658, -3.008], [1.349, -2.449, -1.887], [1.868, -1.275, 1.526], [1.932, -2.786, 1.703], [2.181, -3.080, 3.188], [3.385, -2.140, 3.699], [2.843, -0.657, 3.802], [1.651, -0.413, 2.840], [-3.540, -3.426, 0.800], [-4.785, -2.260, 0.578], [-3.895, -1.594, -1.394], [-2.710, -3.005, -1.243], [-2.274, -0.082, -0.499], [-1.454, -1.155, -1.640], [-0.742, -2.614, -0.073], [-1.215, -0.656, 2.244], [-1.161, -2.312, 2.363], [-3.291, -0.477, 1.520], [-3.479, -1.727, 2.703], [2.488, -0.856, -1.032], [1.638, 0.996, -2.211], [0.061, 0.178, -2.558], [1.923, 0.443, -4.363], [0.781, -0.928, -4.190], [3.653, -0.988, -3.149], [3.287, -1.616, -4.709], [3.179, -3.219, -2.491], [1.904, -3.320, -3.702], [1.494, -3.228, -1.090], [0.360, -2.603, -2.236], [2.805, -0.906, 1.053], [2.725, -3.120, 1.083], [1.003, -3.278, 1.321], [2.480, -4.156, 3.344], [1.328, -2.971, 3.821], [4.216, -2.292, 3.062], [3.733, -2.533, 4.665], [3.669, 0.017, 3.660], [2.502, -0.728, 4.807], [1.711, 0.678, 2.510], [0.669, -0.544, 3.304]],
  "mulliken_charge": [-1.52, -1.27, 0.35, -0.47, -0.69, 0.32, 0.04, 0.65, -0.07, 0.38, 0.36, 0.33, 0.46, 0.43, 0.62, -0.93, 0.46, -1.05, 0.70, 0.45, 0.33, 0.41, 0.51, 0.40, 0.30, -0.97, -0.68, -0.86, 0.81, -0.60, -1.00, -0.08, 0.53, -0.07, -0.97, -0.85, -0.89, -1.08, 0.63, -1.04, -0.97, -0.82, -0.85, -0.48, 0.39, 0.47, 0.46, 0.25, 0.04, 0.14, 1.19, -0.49, 0.68, 0.13, 0.58, 0.61, 0.06, -0.12, 0.51, 0.38, 0.37, 0.47, 0.34, 0.39, 0.30, 0.36, 0.74, 0.45, 0.45, 0.48, 0.31, 0.37, 0.47, 0.35, 0.39, -0.06, 0.29],
  "lumo_ev": -9.41,
  "orbital_gap_ev": 8.27,
  "homo_energy_ev": -17.683,
  "e_above_lowest_ev": 0.378,
  "charge": 3
}